Record 1
Computed, not measured: a molecular structure, C15H20F3N3O4PdS, with ωB97M-V with the def2-TZVPD basis set.

CARTESIAN COORDINATES (ANGSTROEM)
Pd: 1.39098 -0.28915 -0.84497
S: 3.87129 -0.44792 -1.77273
F: 3.46362 0.50968 -4.18393
F: 1.81738 -0.59648 -3.29412
F: 3.52826 -1.65004 -4.13945
O: 3.22197 0.81894 -1.33163
O: 3.15135 -1.52495 -1.05320
O: -5.34718 -1.30477 0.54579
O: 5.27512 -0.52329 -1.78208
N: -2.97372 -1.14806 -0.88880
N: -0.52568 -1.14506 -0.96478
N: 1.43340 -0.50672 1.61674
C: -4.65065 -2.49793 0.27392
C: -3.72278 0.07660 -0.57240
C: 1.81196 4.10997 0.54074
C: 1.69906 3.12028 1.51114
C: -1.68823 -1.14338 -0.92756
C: -4.51604 -0.18748 0.71288
C: 2.84527 -0.76459 1.87989
C: 1.39464 3.88170 -0.76125
C: 0.95429 0.77319 2.16787
C: 0.56981 -1.64784 1.89576
C: 0.78176 1.68483 -0.13307
C: -3.78838 -2.36553 -0.99109
C: 1.15182 1.88592 1.18909
C: 3.18847 -0.57263 -3.49937
C: 0.84444 2.64837 -1.10595
H: -3.15482 -3.24181 -1.11120
H: -4.01408 -2.77995 1.12468
H: -4.42253 0.28214 -1.38404
H: 1.48414 4.65029 -1.51626
H: 2.98961 -0.98844 2.94432
H: 0.90922 -2.51860 1.33601
H: 1.48076 0.99852 3.09944
H: 3.19299 -1.62263 1.30828
H: -5.40015 -3.27062 0.11712
H: -0.11050 0.68956 2.38699
H: 2.02910 3.30390 2.52588
H: -3.81527 -0.34132 1.54779
H: -5.16023 0.66171 0.93289
H: -0.45542 -1.41756 1.62174
H: 0.59511 -1.89863 2.96353
H: 3.44368 0.10919 1.62249
H: -3.04451 0.91929 -0.44556
H: 0.50187 2.46863 -2.12019
H: 2.21880 5.07493 0.81264
H: -4.45000 -2.27226 -1.85401

Properties
Spin multiplicity   1
Charge   +2
Gap between HOMO and LUMO (alpha / beta)   3.9 / 4.7 eV

Record 2
Computed, not measured: a molecular structure, C15H20F5N2O2PtS2, with ωB97M-V with the def2-TZVPD basis set.

CARTESIAN COORDINATES (ANGSTROEM)
Pt: -0.86545 -0.42842 0.15845
S: 1.47296 -1.33862 1.97507
S: -2.41504 1.02961 -0.61463
F: -6.64783 1.94445 2.11162
F: -6.45922 -0.41372 3.43149
F: -4.81436 2.63202 0.26548
F: -2.53973 -1.43691 1.01724
F: -4.38936 -2.10989 2.87578
O: 0.71172 0.58633 -0.52809
O: 0.48472 -1.86422 0.91118
N: 0.82939 2.46113 -1.72306
N: 0.69773 0.34525 -2.79684
C: -5.55877 -0.09011 2.51512
C: 0.80330 -1.10796 -2.63285
C: -3.63698 0.62336 0.58931
C: 0.56868 0.83882 -4.16950
C: 0.74495 1.12511 -1.70899
C: 3.11084 -1.32313 1.18267
C: 3.36242 -2.91024 3.02269
C: 1.34889 3.32536 -2.78253
C: -3.59618 -0.56643 1.28433
C: 1.84453 -2.81414 2.95850
C: -4.69869 1.46491 0.89320
C: -4.51060 -0.95307 2.23670
C: 0.58933 3.18396 -0.46743
C: 3.85622 -2.58421 1.61440
C: -5.64948 1.11750 1.83932
H: 0.18243 -1.46426 -1.81689
H: 2.90620 -1.24666 0.11593
H: 3.75993 -2.19041 3.74172
H: 3.66788 -3.90222 3.35232
H: 1.40306 -3.63185 2.38563
H: 0.26591 4.18986 -0.72662
H: 1.50414 1.22133 -4.56996
H: 1.89290 2.77486 -3.53484
H: 2.04879 4.02343 -2.32478
H: 3.60384 -0.40778 1.51042
H: 4.93307 -2.42573 1.58749
H: 1.34653 -2.73100 3.92168
H: 0.54529 3.89599 -3.24796
H: 0.45901 -1.57839 -3.54780
H: 1.50431 3.24429 0.12378
H: 3.62396 -3.40667 0.93631
H: 0.26775 0.00491 -4.79501
H: -0.20584 1.60111 -4.23472
H: -0.18872 2.70483 0.11506
H: 1.83555 -1.41240 -2.45036

Properties
Spin multiplicity   1
Charge   +1
Gap between HOMO and LUMO   7.6 eV

Record 3
Computed, not measured: 2 unconnected molecules or ions with the total composition C15H20F8NO9S2, with ωB97M-V with the def2-TZVPD basis set.

CARTESIAN COORDINATES (ANGSTROEM)
S: 3.73612 1.79045 -1.34508
S: 3.45525 -1.84613 1.32052
F: 5.02780 -3.60721 0.25207
F: 3.37890 -4.48561 1.30186
F: 2.99947 0.94326 -2.44743
F: 4.18509 2.83152 1.16926
F: 0.89861 -2.40885 0.58678
F: 3.08241 -3.59330 -0.64850
F: 2.32501 2.59138 2.18716
F: 2.50191 3.99286 0.53162
O: 2.62051 0.50087 0.78255
O: -4.81063 0.59416 0.70353
O: -5.02906 0.11677 -1.47325
O: -0.73445 -3.02200 -1.87501
O: 4.91795 1.09212 -1.03937
O: 4.76620 -1.28335 1.44657
O: 2.78828 -1.96306 2.57739
O: -1.02797 -0.79920 -2.05168
O: 3.80008 3.11377 -1.82988
N: 1.07163 -1.60123 -1.54038
C: 1.10641 1.91661 -0.62091
C: -5.13891 -1.07164 -2.27918
C: -4.46745 -2.16915 -1.47058
C: -0.44631 1.48659 1.47299
C: 1.16004 -1.27307 -0.13346
C: 2.56440 -0.72692 0.13032
C: -0.83195 2.41559 2.64974
C: -4.84925 -0.21795 -0.17637
C: 2.84430 2.80788 0.99861
C: 2.48428 1.64402 0.02053
C: -4.75616 -1.72548 -0.03928
C: 3.72959 -3.50442 0.49554
C: -0.02115 2.40858 0.29819
C: -0.36289 -1.83392 -1.85577
C: -1.71388 0.68362 1.11679
H: 0.34512 0.84658 1.84483
H: 1.35798 -0.76659 -2.04117
H: -6.20127 -1.26986 -2.45290
H: -4.83279 -3.16648 -1.71073
H: 0.15574 3.40306 0.69255
H: -5.71543 -2.10061 0.32443
H: -3.96127 -2.00036 0.64822
H: 1.27976 2.70768 -1.34804
H: 0.72681 1.08112 -1.20160
H: 0.38459 -0.54199 0.09175
H: -2.31053 1.18817 0.36575
H: -2.35750 0.57288 1.98116
H: -1.33358 3.30437 2.27016
H: -4.65109 -0.90024 -3.23554
H: -1.52327 1.92900 3.32764
H: -3.38855 -2.15304 -1.64809
H: -1.49925 -0.32358 0.76833
H: 3.13198 -0.82441 -0.79352
H: -0.89058 2.50260 -0.34219
H: 0.02898 2.71416 3.24309

Properties
Spin multiplicity   1
Charge   -1
Gap between HOMO and LUMO   8.1 eV

Record 4
Computed, not measured: a molecular structure, C15H20GdN9S3, with ωB97M-V with the def2-TZVPD basis set.

CARTESIAN COORDINATES (ANGSTROEM)
Gd: -1.04470 -0.17520 0.35480
S: -0.00220 -0.65610 2.84430
S: -3.61040 0.26070 -0.44260
S: -2.64910 -2.38440 0.47990
N: -5.38020 -4.55550 -0.78450
N: -1.24450 2.35010 1.25090
N: 2.45850 1.49860 -0.94400
N: -6.52020 -0.66930 -2.41580
N: -0.90620 -1.05860 -2.12130
N: -0.29430 1.68550 -1.26800
N: 0.91420 -2.01430 0.68640
N: -0.16670 -3.22450 2.28640
N: 1.32750 -0.81610 0.19480
C: -1.80920 3.09610 0.11020
C: 5.06070 1.35780 -1.89270
C: -5.83480 -1.28470 -1.72700
C: 2.44860 -0.85240 -0.45340
C: -5.19160 -3.42330 -0.85280
C: 0.24590 -2.02970 1.82290
C: 4.40320 2.57940 -1.81460
C: -0.84600 3.03720 -1.08660
C: 3.09800 2.58050 -1.35020
C: -1.21370 0.11750 -2.95650
C: -3.85540 -1.45770 -0.35330
C: 4.39750 0.21530 -1.49340
C: -0.19760 1.22640 -2.66090
C: -4.95220 -2.04460 -0.94490
C: 3.09110 0.31740 -0.99170
H: -2.75630 2.62160 -0.16490
H: -1.67400 -1.73260 -2.19840
H: -0.07390 -1.52530 -2.49070
H: -0.03730 3.76090 -0.92470
H: -0.18100 -4.01040 1.65190
H: -1.91390 2.37890 2.02390
H: -1.18830 -0.11970 -4.02810
H: 0.67630 1.69280 -0.90500
H: -0.35340 2.04970 -3.36520
H: 4.87290 -0.75020 -1.55230
H: -1.40170 3.34120 -1.97690
H: 4.88300 3.49950 -2.10670
H: -2.22200 0.46550 -2.70100
H: 6.07660 1.30210 -2.25520
H: -2.00680 4.14710 0.36070
H: 2.53010 3.50080 -1.30300
H: -0.81850 -3.22670 3.05530
H: -0.40650 2.83430 1.58330
H: 2.98880 -1.79600 -0.53730
H: 0.80730 0.82370 -2.83290

Properties
<S²>   16.04
Spin multiplicity   8
Gap between HOMO and LUMO (alpha / beta)   6.5 / 5.3 eV

Record 5
Computed, not measured: a molecular structure, C15H20InNO8P2S, with ωB97M-V with the def2-TZVPD basis set.

CARTESIAN COORDINATES (ANGSTROEM)
In: 0.47861 0.30472 0.99345
S: -1.00379 2.87432 -0.45715
P: -0.29979 -2.68628 1.24385
P: 0.19461 -1.31478 3.82705
O: -2.08899 -2.23328 3.18125
O: -0.38219 -1.26078 5.29615
O: 0.04591 0.01622 3.16415
O: -0.50829 -3.96048 0.55475
O: 1.30061 -2.35708 1.43375
O: 1.69531 -1.67538 4.13755
O: -1.09259 2.11952 0.83055
O: -0.92929 -1.42338 0.68405
N: 2.48881 0.37242 0.53495
C: 2.81221 0.77632 -0.67455
C: -2.46089 0.67052 -1.30825
C: -2.61789 -0.01738 -3.60325
C: 2.45361 1.62712 -2.93775
C: 1.97371 1.23182 -1.70865
C: 4.20191 0.73382 -0.98115
C: 4.66541 1.12032 -2.21405
C: 3.81101 1.58252 -3.20885
C: -1.39089 1.96582 -3.03925
C: -2.43749 4.02022 -0.31345
C: -2.94089 -0.20448 -2.27025
C: -1.84619 1.06802 -3.98635
C: -0.51319 -4.00598 3.67755
C: -0.75149 -2.66548 3.02655
C: -1.69719 1.75512 -1.70335
H: 1.81381 -3.02858 0.97725
H: -3.36979 3.46452 -0.29775
H: -1.01429 -4.77468 3.09165
H: 5.72961 1.05142 -2.39915
H: -2.96809 -0.71248 -4.35075
H: -3.55959 -1.03728 -1.97515
H: 1.75901 1.96452 -3.69605
H: -2.32749 -1.74508 2.37665
H: 0.90501 1.23182 -1.49035
H: -2.29239 4.54482 0.62735
H: -2.42089 4.72452 -1.13945
H: -0.89999 -4.02288 4.69455
H: 2.27521 -1.41368 3.41655
H: -1.34319 -1.27528 5.28525
H: -0.78929 2.81272 -3.32735
H: 0.55541 -4.21038 3.69015
H: 4.19841 1.88972 -4.16835
H: 4.86731 0.37332 -0.21095
H: -1.60669 1.21902 -5.02605
H: -2.67259 0.51002 -0.25725

Properties
Spin multiplicity   1
Gap between HOMO and LUMO   6.0 eV

Record 6
Computed, not measured: a molecular structure, C15H20MnNO4PS, with ωB97M-V with the def2-TZVPD basis set.

CARTESIAN COORDINATES (ANGSTROEM)
Mn: 0.51410 0.77432 -0.46742
S: 2.33881 -0.04328 0.76660
P: -0.91209 -0.77286 0.16279
O: -0.78338 -2.36282 0.00477
O: -2.47761 -0.62692 -0.26299
O: -0.95787 -0.70198 1.77059
O: 0.34036 2.05104 0.94545
N: 1.02340 1.85862 2.07501
C: 2.40864 1.63310 4.41627
C: -0.34316 1.82445 -1.99544
C: 1.55832 0.37263 -2.59863
C: -1.75335 -1.61329 2.53163
C: -0.61477 -0.19637 -3.49038
C: 1.28403 -1.62009 -3.92774
C: 2.08597 -0.79267 -3.18237
C: 2.72092 0.83858 3.34884
C: -0.07512 -1.30221 -4.08937
C: 1.36667 2.56546 4.30363
C: -3.11894 0.61867 0.01925
C: 0.19318 0.70265 -2.74278
C: 2.01871 0.93514 2.12964
C: -0.70111 -3.02896 -1.24962
C: 0.69591 2.65152 3.11992
H: -0.70816 -1.94835 -4.68572
H: 0.26988 -2.84409 -1.70792
H: -1.26797 -2.58733 2.57496
H: -1.66561 0.03434 -3.61797
H: -2.45486 1.45701 -0.19963
H: 1.08208 3.20908 5.12181
H: -2.74585 -1.72542 2.09211
H: -0.11875 3.32828 2.91433
H: -1.49577 -2.69757 -1.91897
H: 2.96085 1.54097 5.34120
H: 1.69393 -2.50503 -4.39703
H: -1.83889 -1.19703 3.53297
H: -3.41231 0.65852 1.07021
H: -1.41137 1.97517 -2.12553
H: -0.81842 -4.09053 -1.04311
H: 3.14009 -1.00985 -3.06713
H: 3.51383 0.10700 3.39932
H: 0.22086 2.75563 -2.08206
H: -4.00531 0.67473 -0.60844
H: 2.25012 1.09976 -2.18102

Properties
<S²>   0.80
Spin multiplicity   2
Gap between HOMO and LUMO (alpha / beta)   8.0 / 7.7 eV

> Look up the spin multiplicity of the sixth one.

2